21
Properties=species:S:1:pos:R:3:forces:R:3:nbo_charge:R:1 method="wB97M-V/def2-TZVPD" total_charge=0 orbital_gap_ev="6.6 / 6.0" lumo_ha="-0.091 / -0.116" de_lowest_kj_mol=94.7 e_tot_ev=-24069.333 multiplicity=1
I -5.921 0.761 -0.098 0.8 -0.8 0.1 -0.08
N -4.545 -3.833 -0.014 -0.6 -0.6 0.1 -0.21
N 3.588 1.146 0.127 1.1 1.5 -0.7 -0.54
N 3.027 -2.191 -0.515 -1.0 2.9 1.0 -0.29
C 2.544 -1.184 -0.137 0.7 -3.4 -0.7 0.27
C 2.328 1.129 0.222 -0.3 1.5 0.1 0.07
C -2.083 0.246 0.653 0.0 0.2 -0.1 -0.18
C -0.221 -1.690 -0.096 0.7 -1.9 -0.9 -0.19
C -4.295 -2.706 0.039 -0.5 -1.3 -0.6 0.13
C 1.654 -0.128 0.278 -0.8 -1.4 -1.1 -0.14
C -2.543 -1.038 0.248 2.1 -0.9 -0.2 -0.14
C -3.756 -1.489 0.027 -1.9 2.5 0.6 0.12
C -0.758 0.541 0.589 0.6 1.7 1.1 -0.15
C 0.288 -0.415 0.226 -0.8 1.6 0.9 -0.01
C -1.531 -2.051 -0.048 0.8 0.5 -0.5 -0.15
H -1.936 -3.006 -0.383 0.7 0.1 0.1 0.24
H -2.919 0.833 1.031 0.7 0.7 -0.1 0.25
H 1.775 2.058 0.136 -0.5 0.0 0.1 0.18
H 0.598 -2.315 -0.500 -1.1 -0.4 0.4 0.25
H -0.383 1.535 0.955 -0.7 -1.0 -0.4 0.22
H 3.887 2.133 -0.119 -0.2 -1.4 0.7 0.35